The following is a quantum chemistry calculation of an isolated molecule of CHNO3S in a non-equilibrium geometry, from the OMol25 dataset.

The geometry in XYZ format:
```
7
Properties=species:S:1:pos:R:3:mulliken_charge:R:1
C -1.8237 0.1074 0.1365 0.12
N -0.7176 0.2860 0.3404 -0.23
O 1.7005 -0.2538 1.2588 -0.48
O 0.9318 -1.2009 -0.8697 -0.50
O 1.4952 1.1833 -0.7274 -0.48
S 1.2671 -0.0600 -0.0789 1.22
H -2.8533 -0.0620 -0.0596 0.35
```

**Molar mass**: 107.1 g/mol
**Calculated total energy**: -717.30624 Eh